Entry 1:
2 unconnected molecules or ions with the total composition C5H12NS at a distorted geometry. Source: the Open Molecules 2025 dataset; level of theory: wB97M-V/def2-TZVPD.

Structure (XYZ):
```
19
Properties=species:S:1:pos:R:3
H -3.16657 -1.39654 0.16874
H 2.54391 -1.22807 -0.78078
H -2.35259 2.47142 -0.42090
S -1.07502 0.89537 0.79256
H 3.51986 -1.55772 0.57464
H 1.67087 1.09500 -1.16111
H -3.00744 0.83506 -0.65524
C -1.29472 -0.74056 0.88966
C -2.10091 -1.60015 0.02192
H -0.75181 -1.17808 1.71628
C 2.18770 1.31320 -0.24253
H -1.53636 1.35077 -1.52680
C 2.84696 0.36926 0.44398
H -1.92118 -2.64728 0.24599
H 3.37935 0.62786 1.34868
C -2.10066 1.42901 -0.60139
H -1.89452 -1.41716 -1.03375
H 2.22058 2.33822 0.07223
N 2.83254 -0.95959 0.14783
```

DFT total energy	-650.339270	a.u.
ΔE to the lowest compared entry with this formula, charge and spin	198.16	kJ/mol
gap between HOMO and LUMO (alpha / beta)	5.62 / 5.62	eV
largest force on an atom	1.51	eV/Å
total charge	+1

---

Entry 2:
15 unconnected molecules or ions with the total composition C32H98N4O20 at a distorted geometry. Source: the Open Molecules 2025 dataset; level of theory: wB97M-V/def2-TZVPD.

Structure (XYZ):
```
154
Properties=species:S:1:pos:R:3
C 4.47143 25.25998 4.08576
C 1.58061 23.31411 -2.29768
O 9.14433 30.31546 0.30111
H 2.67563 25.05827 2.04251
H 2.76568 29.71161 -0.09191
H 7.93383 27.02184 2.15544
H 7.38808 31.24757 1.02321
O -1.34709 27.87835 -0.61079
H 2.28508 20.88804 4.54093
H 9.72471 25.23782 4.96764
H 5.50215 27.81532 6.19645
O 1.86300 29.34816 5.43115
H 1.91744 30.21293 -1.55018
C 4.10832 22.14355 1.25572
N 1.42539 24.60158 -0.22825
O 10.15955 24.91107 -0.46230
O 1.65855 26.35862 5.21975
H 6.97587 24.65695 8.89764
H -3.30062 27.38511 -0.89605
C 6.56477 23.87824 -0.86064
H 4.76911 24.32332 3.60923
C 3.95416 26.32778 3.13201
O 7.45256 26.92119 -2.92850
H -2.67406 28.56729 -2.03448
H 0.37448 22.10253 4.76556
H -1.10756 21.56697 -3.07203
H 6.67478 24.67818 -1.59626
O 6.00002 27.56861 2.75994
H 0.10146 22.03452 -4.21434
H 4.56611 21.93785 2.22860
H 0.13767 27.85496 -2.07688
H 2.31292 26.25002 9.56153
C 0.81205 28.78731 -0.24872
H 9.57737 25.49909 1.40784
H -0.09830 25.25303 9.85276
N 1.14839 27.55605 0.52819
O -0.15946 26.15552 10.20314
H 6.88286 30.52960 6.45964
H 8.89009 31.43571 -1.39420
C 1.33404 22.60470 4.60356
H 10.86845 29.84577 -1.54043
C 10.50345 25.27667 0.86913
H 9.69712 28.28773 -0.32797
H 3.83827 20.04713 0.86025
C 9.84413 29.55018 -1.78830
H 10.56377 27.47741 5.70770
H 5.94488 19.84467 0.13742
C 8.49330 31.27452 1.07991
C -2.41162 27.67361 -1.45458
O 1.57456 25.34810 7.90070
C 6.27043 29.84456 5.87142
H 6.51405 22.99959 8.21597
H 0.63421 27.93513 9.78055
H 1.31434 31.28242 5.07975
H 3.91337 21.14804 -0.59956
H 0.50060 24.16735 -0.28967
O 2.32942 29.22038 2.60496
C 9.68706 29.60068 -3.28873
O 8.18561 26.37177 5.76028
C 0.27642 26.29457 4.79138
C 1.86185 30.49637 4.56248
H 2.21599 26.02313 4.47510
N 2.68109 25.94763 2.52475
H 3.69581 27.21392 3.72159
H 8.24579 27.40850 -2.60952
O 8.10988 23.92807 7.31896
C 4.29819 20.91751 0.39648
H 3.45557 25.83716 -1.02044
O 5.70751 20.75734 0.31417
O 0.20177 23.07570 -2.46315
H 0.23163 27.27625 0.89253
H 8.07198 23.13064 6.78600
H -0.31112 25.61131 5.40229
N 9.57852 28.14111 -1.33502
C 6.85967 24.02256 8.03141
C 8.83732 30.38796 -1.06667
H 8.72984 31.03165 2.11436
H 11.15179 26.16267 0.88434
C 5.03489 26.70850 2.13552
H 3.76122 25.05553 4.89140
O 2.76340 22.51651 1.35294
H 1.75008 25.57532 6.97408
H 8.68592 29.23420 -3.53768
H 2.91113 30.84340 4.53205
C 5.94553 28.65442 6.74832
H 6.46679 28.91373 4.13272
H -0.67764 29.42040 -1.67512
O 9.58336 28.49286 4.17916
O 7.14279 28.31831 7.45172
H 1.36380 26.80071 -0.13011
C 1.76189 24.66431 -1.66910
H 5.40277 26.94882 -2.40274
H 2.53291 28.57343 -1.44550
C -0.25812 28.48753 -1.26854
H 6.89674 27.79096 0.91437
H 5.32204 25.62229 4.67554
H 1.47669 31.08504 2.56082
H 1.60743 23.02345 5.58171
H -0.24930 27.36723 8.37354
H 1.86392 28.78021 1.85170
H 4.67610 22.96700 0.82605
H 8.66998 26.00024 3.76703
H 2.25229 27.30381 8.09873
H 4.57323 27.35822 1.36470
H 2.09824 28.55905 4.91971
H 2.11174 23.28529 -3.26791
C -0.07335 21.90653 -3.13091
H 3.35740 25.68633 -2.76009
H 0.40024 29.78364 3.15598
C 10.15098 27.30018 4.71161
H 10.30552 27.48834 -1.62298
O 2.26321 21.69486 4.02012
H -0.10825 27.31734 4.88858
H 9.66212 30.65196 -3.59507
H 6.56700 27.28128 -1.12482
H 6.03263 23.06179 -1.35737
H 3.91417 24.32399 -1.75808
H 7.58279 28.74969 2.23064
C 2.07012 29.38236 -0.86128
H 8.01374 25.51354 6.18234
H 8.64832 28.58101 4.43764
H 0.53859 21.04001 -2.83952
H 0.22313 26.07500 3.72299
H -2.21948 26.84971 -2.15559
H 2.39509 22.19440 2.19545
H 5.52287 25.88252 1.59904
H 5.41109 30.45823 5.55261
H 8.73453 32.31335 0.81655
O 7.76952 23.44700 -0.25262
H 7.62354 22.57134 0.12285
H 1.22340 23.46259 3.94221
H 11.13061 24.53910 1.39508
H 10.95523 27.04933 4.01526
C 1.72599 26.54928 8.68605
C 6.35482 27.43018 -2.19233
H 6.26987 28.51212 -2.36732
H 9.29309 24.47112 -0.41698
H 1.07982 25.37358 -2.14162
O 7.02925 29.45778 4.71244
H 2.29633 26.67958 1.91421
C 1.42849 30.16748 3.16666
H 6.03469 24.41310 7.42674
H 5.89668 24.33143 -0.11125
C 9.15455 26.15290 4.73587
H 2.04158 23.93653 0.24652
C 7.16392 27.77844 1.97496
H 7.82574 30.00538 -1.24749
H 7.71113 27.83485 6.81603
H 5.23335 28.91528 7.53684
H 0.42261 29.53775 0.45263
H 2.01130 22.50549 -1.68645
C 3.19299 25.14470 -1.82746
H 10.39869 29.02795 -3.87254
C 0.38164 27.02794 9.20631
```

DFT total energy	-3001.609966	a.u.
ΔE to the lowest compared entry with this formula, charge and spin	0.00	kJ/mol
gap between HOMO and LUMO	9.29	eV
largest force on an atom	2.20	eV/Å

---

Entry 3:
A gas-phase ion, C2H2NO3 (charge -1) at a distorted geometry. Source: the Open Molecules 2025 dataset; level of theory: wB97M-V/def2-TZVPD.

Structure (XYZ):
```
8
Properties=species:S:1:pos:R:3
N 0.07240 -0.05347 0.26749
C -1.68061 -1.81613 -0.05028
H -0.75225 0.31671 -0.17812
O 0.84476 -2.41437 0.16545
H 0.96455 0.19493 -0.14417
O -2.24408 -0.75127 -0.34807
C -0.08331 -1.66481 0.17058
O -2.16408 -2.94079 0.05030
```

DFT total energy	-357.956886	a.u.
ΔE to the lowest compared entry with this formula, charge and spin	110.93	kJ/mol
SMILES	NC(=O)C(=O)[O-]
gap between HOMO and LUMO	8.74	eV
largest force on an atom	4.66	eV/Å
total charge	-1

---

- What is the formula in the first record?
  C5H12NS

---

What did the third record say?
A gas-phase ion, C2H2NO3 (charge -1) at a distorted geometry. Source: the Open Molecules 2025 dataset; level of theory: wB97M-V/def2-TZVPD.

Structure (XYZ):
```
8
Properties=species:S:1:pos:R:3
N 0.07240 -0.05347 0.26749
C -1.68061 -1.81613 -0.05028
H -0.75225 0.31671 -0.17812
O 0.84476 -2.41437 0.16545
H 0.96455 0.19493 -0.14417
O -2.24408 -0.75127 -0.34807
C -0.08331 -1.66481 0.17058
O -2.16408 -2.94079 0.05030
```

DFT total energy	-357.956886	a.u.
ΔE to the lowest compared entry with this formula, charge and spin	110.93	kJ/mol
SMILES	NC(=O)C(=O)[O-]
gap between HOMO and LUMO	8.74	eV
largest force on an atom	4.66	eV/Å
total charge	-1

---

- The highest largest force on an atom belongs to which entry?
  C2H2NO3